Entry 1:
The following is a quantum chemistry calculation of a cluster of 21 separate species, H42O21 in total, from the Open Molecules 2025 dataset.

Output
Energy above the lowest of the compared OMol25 structures with the same formula, charge and spin: 1039.2 kJ/mol
HOMO-LUMO gap: 9.92 eV
Lowest unoccupied orbital energy: -0.458 eV

Geometry as ORCA input:
```
! wB97M-V def2-TZVPD RIJCOSX def2/J DEFGRID3
* xyz 0 1
O 2.1143 -0.6593 -0.5746
H 2.1511 -0.2747 0.1901
H 3.0911 -0.5582 -0.8552
O 2.5324 -4.0118 1.2618
H 1.6846 -3.7266 0.7557
H 2.3115 -3.7203 2.1843
O -2.4317 3.8046 0.3787
H -3.1438 4.3190 0.0012
H -2.6288 2.9147 0.2468
O 4.6459 -1.6063 0.2161
H 3.8625 -2.1573 0.4771
H 5.2288 -1.6820 0.9932
O -1.7969 -0.7349 0.3940
H -1.4280 -0.0151 -0.2966
H -1.9829 -1.5069 -0.0051
O 0.1818 -0.0889 2.8352
H -0.6090 0.2891 2.4207
H 0.5685 0.9120 2.8188
O 0.3512 -2.2363 0.5576
H 0.0941 -2.0379 -0.3684
H 0.3791 -1.4695 1.0991
O -1.5520 2.2864 3.1420
H -2.4782 1.8838 3.0253
H -1.3708 2.7296 2.2740
O 1.7106 -3.2561 3.5911
H 0.9578 -4.1040 3.7393
H 1.0160 -2.5406 3.4230
O 3.7317 1.4659 1.8547
H 4.3052 0.8456 1.6038
H 3.4578 1.3753 2.6510
O 1.5490 1.6726 0.3854
H 0.8713 1.7427 1.1077
H 2.5030 1.4931 0.8077
O -4.4194 -0.5842 -1.1200
H -4.0914 -1.4955 -1.4297
H -4.3129 -0.0672 -1.9142
O -3.3345 1.4666 0.4046
H -3.0689 0.6261 0.8260
H -3.9608 1.1601 -0.2139
O -1.9457 0.3304 -2.4963
H -1.0861 0.4856 -2.1367
H -2.1494 0.5086 -3.3514
O 0.0704 -1.2516 -2.6641
H -0.8153 -0.8891 -2.8635
H 0.7234 -0.7158 -2.2961
O 4.0181 -0.5922 -2.4454
H 4.2289 -1.4760 -1.9461
H 3.1813 -0.6183 -2.9255
O 2.2082 4.8899 -1.0763
H 1.2872 5.1800 -0.9980
H 2.0650 3.9568 -1.2239
O -4.0030 -3.0066 1.7998
H -3.6745 -3.1614 2.7203
H -3.2808 -3.5072 1.2473
O -2.6101 -2.7656 -2.4836
H -2.4097 -3.0088 -3.3937
H -2.0336 -3.6423 -2.3040
O -0.6760 4.3043 -1.9252
H -0.2895 3.5124 -2.2029
H -1.1833 4.0164 -1.1542
O 0.1426 1.6126 -1.6642
H 0.7743 1.4035 -0.7627
H 0.7682 1.9806 -2.3417
*
```

***

Entry 2:
The following is a quantum chemistry calculation of a cluster of 21 separate species, H42O21 in total, from the Open Molecules 2025 dataset.

Output
Energy above the lowest of the compared OMol25 structures with the same formula, charge and spin: 0.0 kJ/mol
HOMO-LUMO gap (spin up / spin down): 9.54 / 2.62 eV
Lowest unoccupied orbital energy (spin up / spin down): -3.232 / -10.154 eV

Geometry as ORCA input:
```
! wB97M-V def2-TZVPD RIJCOSX def2/J DEFGRID3
* xyz 1 2
O 0.8616 1.9033 -3.3728
H 1.2380 1.2609 -2.7079
H 0.2050 2.3282 -2.7730
O -0.2721 -1.5480 -0.8284
H 0.5427 -2.0835 -0.8956
H -0.4120 -1.6325 0.1413
O -1.7188 1.4430 -3.2783
H -2.1017 2.0284 -3.9443
H -1.0311 0.9351 -3.7182
O -0.9913 -1.9143 1.7881
H -1.2324 -2.6648 1.2363
H -1.6426 -1.2124 1.7281
O 1.7446 -4.1397 -2.6439
H 2.0495 -3.3767 -3.1147
H 0.9245 -4.4716 -3.0156
O -2.9500 -0.9008 3.8943
H -2.5205 -1.5706 4.4333
H -3.9013 -1.0085 3.9553
O -4.4976 1.9799 -1.3169
H -3.9780 2.6353 -0.8406
H -3.8916 1.5807 -1.9466
O 3.7703 -0.9140 -2.4021
H 3.0685 -0.5585 -2.9593
H 3.3574 -0.7727 -1.5424
O 1.5122 -3.4277 0.0696
H 1.4849 -4.0261 -0.6934
H 1.4946 -3.9993 0.8299
O -3.5640 -1.9617 0.0946
H -4.2042 -2.1572 -0.5875
H -3.5098 -2.5049 0.8793
O -0.7744 0.8956 5.0998
H -0.3233 0.0742 5.3002
H -1.5313 0.6661 4.5467
O 3.1808 3.0328 0.2272
H 3.8395 3.4250 -0.3538
H 2.3271 3.4446 0.0289
O -0.0099 -1.2962 -3.4279
H -0.8250 -1.2200 -3.9751
H -0.4011 -1.0885 -2.5503
O -3.9302 0.1888 1.5301
H -3.8142 0.9608 0.9798
H -3.6886 -0.4793 0.8493
O 0.8942 3.1796 2.3594
H 1.0330 2.2698 2.1174
H 0.7605 3.1572 3.3121
O -2.7571 -1.4698 -3.6739
H -2.4644 -1.7866 -2.8097
H -2.4532 -0.5581 -3.7240
O 1.3142 0.4435 1.5652
H 2.2755 0.3962 1.6163
H 1.0742 -0.4770 1.3988
O 1.5067 -1.5382 3.5208
H 1.3219 -1.8815 4.4012
H 2.3933 -1.2244 3.7613
O 2.1814 1.1484 -1.2572
H 1.6313 0.5790 -0.6898
H 2.9829 1.3986 -0.7529
O 4.1556 0.9817 1.8941
H 3.9434 1.9104 1.9549
H 4.8511 0.6777 1.3157
O 0.5419 4.6037 -0.4082
H 0.8271 5.1021 0.3561
H 0.1022 5.2342 -0.9809
*
```

***

Entry 3:
The following is a quantum chemistry calculation of a structure of composition H42O21Rb, from the Open Molecules 2025 dataset.

Output
Energy above the lowest of the compared OMol25 structures with the same formula, charge and spin: 224.7 kJ/mol
HOMO-LUMO gap: 9.84 eV
Lowest unoccupied orbital energy: -2.841 eV

Geometry as ORCA input:
```
! wB97M-V def2-TZVPD RIJCOSX def2/J DEFGRID3
* xyz 1 1
Rb 0.0522 -0.2511 0.3946
O 0.0835 -4.0548 3.6662
H -0.4371 -4.4512 4.3648
H 0.6876 -3.4678 4.1207
O 0.6220 -2.9450 1.1055
H 0.4225 -3.8451 0.8479
H 0.8414 -3.0045 2.0353
O 0.6653 0.2454 5.2367
H 1.2102 -0.5292 5.0976
H 0.9063 0.5548 6.1099
O 0.5052 4.5316 0.6485
H 1.2423 4.8848 1.1466
H 0.9027 4.1669 -0.1422
O -2.1625 4.0916 0.0384
H -1.2174 4.2319 0.0972
H -2.5456 4.8495 0.4800
O -0.5613 2.5588 -4.5682
H -0.5069 1.7761 -4.0198
H -1.4509 2.5431 -4.9212
O -3.5905 -0.6794 0.8898
H -3.4056 -1.6134 0.9881
H -4.0910 -0.6182 0.0761
O 1.4787 3.7928 -1.7745
H 2.3773 3.9924 -1.5118
H 1.3692 4.2398 -2.6138
O 1.5663 1.2004 2.3767
H 1.6252 2.1557 2.3667
H 1.9743 0.9435 3.2036
O -2.0527 -2.9108 2.4418
H -1.2343 -2.9864 2.9325
H -1.9363 -3.4919 1.6901
O -0.8492 2.0164 -1.5774
H -0.0043 2.4159 -1.7840
H -1.3969 2.7475 -1.2914
O -2.1367 1.4855 1.7974
H -2.7383 0.7783 1.5646
H -2.2231 2.1185 1.0846
O -0.5957 -2.3772 -3.6682
H -1.2944 -2.3683 -3.0140
H -0.5581 -3.2859 -3.9667
O 4.7577 -1.7273 -1.1893
H 4.6686 -1.0217 -1.8299
H 4.1336 -2.3934 -1.4775
O -2.6344 -2.6378 -1.7979
H -3.0281 -3.1711 -1.1074
H -3.2286 -1.8937 -1.8947
O -4.4973 0.2063 -1.4495
H -5.4075 0.5023 -1.4451
H -3.9833 1.0117 -1.5079
O 0.9093 -5.0214 -1.7684
H 0.7330 -4.1720 -2.1730
H 0.2398 -5.1075 -1.0897
O -0.5212 2.8752 4.0497
H -1.0601 2.3683 3.4423
H -0.3355 2.2702 4.7679
O 1.8226 0.0691 -1.8619
H 1.9730 -0.6507 -2.4747
H 2.5819 0.6412 -1.9728
O 5.1483 1.7235 0.4883
H 5.7781 2.2797 0.0299
H 4.2938 2.0884 0.2583
O 2.2532 -2.4493 -3.0088
H 1.3753 -2.1507 -3.2462
H 2.4845 -3.0803 -3.6904
*
```

***

Entry 4:
The following is a quantum chemistry calculation of a cluster of 21 separate species, H43O21 in total, from the Open Molecules 2025 dataset.

Output
Energy above the lowest of the compared OMol25 structures with the same formula, charge and spin: 547.5 kJ/mol
HOMO-LUMO gap: 9.21 eV
Lowest unoccupied orbital energy: -2.715 eV

Geometry as ORCA input:
```
! wB97M-V def2-TZVPD RIJCOSX def2/J DEFGRID3
* xyz 1 1
O -1.5666 -3.6568 1.4577
H -2.3567 3.2739 3.3086
H -0.3131 -1.5582 -5.2697
O 1.2722 -4.1638 -0.4994
H 0.4707 -3.7298 -0.1862
H -2.9776 0.8451 1.2676
O -4.2884 0.3182 -2.3903
H -4.9400 -0.1262 -1.8448
H 4.5357 0.0163 2.8784
O 1.4187 3.6003 -1.9415
H 3.7030 -0.7342 3.6202
H 0.4067 0.4934 -0.3273
O -2.8850 -2.5307 -3.9157
H 0.6220 0.4417 -3.4594
H -2.4954 -3.3758 -3.6550
O 3.6083 -0.2711 2.7714
H 0.4158 2.0410 -0.4451
H 2.0263 0.1341 4.6889
O 3.0282 -0.4255 0.1419
H -3.3358 -2.3220 -3.0934
H 2.1648 -0.9823 0.5057
O -3.2200 -0.0399 0.9696
H -1.4487 -3.6861 2.4084
H -1.3881 3.2921 -1.2404
O -0.4527 -0.0186 2.1586
H -0.6448 4.4865 0.5596
H -0.6216 -0.0073 3.1033
O 0.4110 0.4471 -2.4844
H -3.4075 3.0488 2.3151
H -0.3730 0.7674 -3.0026
O 1.7425 -1.9586 1.5332
H 1.3682 -1.3451 2.1984
H 0.9869 -2.4311 1.1593
O 3.0356 -2.9605 3.7777
H 2.8957 -3.8325 3.4138
H 2.6882 -2.3929 3.0896
O -0.5872 4.8759 1.4629
H -0.2020 0.8091 1.7975
H -0.2388 4.1087 1.9228
O 1.0876 0.2468 4.5286
H 0.8166 0.9787 5.0940
H -2.4306 -0.5488 1.2196
O -0.0338 -1.3308 -4.3635
H -0.7439 -0.4806 -1.5274
H 1.2546 -5.0355 -0.0985
O 2.9298 -1.8934 -1.4395
H 2.3818 3.6326 -1.9826
O -0.6791 2.7454 -3.3087
H -0.2629 3.5455 -3.6674
H -1.3291 2.5711 -4.0075
O -1.0570 -0.9307 -0.7335
H -1.9618 -0.7381 -0.4707
H -2.4055 -3.9556 1.1179
O 0.6324 1.3095 0.1286
H 3.2663 0.4195 0.5708
H 2.7123 -0.1138 -0.7292
O -1.5448 3.3104 -0.2847
H -2.2385 3.9839 -0.2222
H 1.2160 2.6576 -2.0428
O -2.8528 3.7677 2.6410
H -3.9087 -0.1846 -3.0959
H 0.3524 -2.2091 -4.2626
H 2.3936 -2.3350 -2.0955
H 3.7135 -2.3235 -1.1000
*
```

***

Entry 5:
The following is a quantum chemistry calculation of a structure of composition H44KO22, from the Open Molecules 2025 dataset.

Output
HOMO-LUMO gap: 10.81 eV
Lowest unoccupied orbital energy: -2.292 eV

Geometry as ORCA input:
```
! wB97M-V def2-TZVPD RIJCOSX def2/J DEFGRID3
* xyz 1 1
K 0.8214 0.1654 0.6935
O -1.1070 4.4956 0.0535
H -0.3185 4.9673 0.4108
H -1.6452 5.1813 -0.3523
O 1.8862 3.1023 4.0935
H 2.5201 3.3993 4.7433
H 1.1107 2.7060 4.5788
O -1.1397 -1.9458 2.5663
H -1.4676 -2.4647 1.8058
H -1.4472 -1.0620 2.3626
O -0.7060 1.7893 4.6641
H -0.4182 0.8761 4.4904
H -1.3435 1.7503 5.3574
O 2.7639 2.6326 -5.0437
H 3.2078 2.0917 -5.6988
H 2.0262 2.0867 -4.6905
O 3.1365 -1.2310 -0.5927
H 3.5410 -0.4412 -1.0186
H 2.7328 -1.7213 -1.2834
O 1.8272 3.4036 1.3616
H 1.9185 3.1810 2.2895
H 2.5619 3.9792 1.1927
O -3.3824 -2.2138 -2.3205
H -3.9376 -2.9706 -2.6676
H -2.7765 -1.8959 -2.9977
O 0.8133 -3.6977 -0.2177
H 1.0564 -3.8399 0.7345
H 0.8804 -4.6205 -0.6483
O 2.8723 1.3389 -1.9534
H 3.2575 2.1514 -2.3316
H 2.5593 0.7344 -2.6516
O -0.1737 2.0615 -1.3365
H -0.6985 2.7774 -0.9282
H 0.5996 2.3729 -1.7936
O -3.9639 -1.5007 0.1059
H -3.8384 -1.7252 -0.8591
H -4.9232 -1.5683 0.2240
O 3.2190 -1.4986 1.9675
H 2.7556 -2.3360 1.8764
H 3.2446 -1.2372 1.0099
O 1.1522 -3.6309 2.5634
H 0.3814 -3.0740 2.7996
H 1.0286 -4.4545 3.0115
O -0.3162 -1.4249 -1.0767
H -0.2701 -2.3302 -0.7567
H -1.1533 -1.0781 -0.6670
O -2.0039 0.3207 0.8997
H -2.9589 0.0657 0.8229
H -2.0490 1.2384 1.2988
O 1.5577 0.3934 3.2593
H 2.1229 1.1632 3.4267
H 2.0984 -0.3937 3.2241
O 1.4428 -0.6535 -3.3508
H 0.9353 -1.0413 -2.5815
H 0.8511 -0.7988 -4.1104
O -1.6910 0.4889 -3.3723
H -2.4238 1.0708 -3.5238
H -1.1731 0.8354 -2.6098
O -0.5211 -1.3229 -4.9285
H -0.8713 -1.6964 -5.7329
H -1.1054 -0.6115 -4.5588
O -1.8162 2.6060 2.1021
H -1.3919 2.3642 2.9484
H -1.3789 3.4262 1.7964
O -2.5192 -3.6227 0.8955
H -2.7766 -4.2671 0.2184
H -3.1754 -2.8457 0.8066
*
```

***

Entry 6:
The following is a quantum chemistry calculation of a cluster of 22 separate species, H44O22 in total, from the Open Molecules 2025 dataset.

Output
Energy above the lowest of the compared OMol25 structures with the same formula, charge and spin: 110.1 kJ/mol
HOMO-LUMO gap: 9.66 eV
Lowest unoccupied orbital energy: -0.368 eV

Geometry as ORCA input:
```
! wB97M-V def2-TZVPD RIJCOSX def2/J DEFGRID3
* xyz 0 1
O -4.1622 -0.6219 0.9776
H -4.8652 -0.2382 1.5014
H -4.0646 -0.0599 0.1856
O -2.5251 -2.9778 1.4353
H -1.8651 -3.2961 0.8041
H -3.1135 -2.3803 0.9427
O -1.0468 -1.9416 -1.1322
H -0.3858 -1.3765 -1.5415
H -1.6399 -2.2009 -1.8634
O 1.4262 2.2842 -3.2065
H 1.8468 2.5336 -4.0385
H 2.1541 2.3111 -2.5359
O 0.3690 -0.5008 -3.2520
H 0.5383 0.4602 -3.2503
H 0.1854 -0.7216 -4.1643
O 2.3082 -1.1341 -1.3613
H 1.9773 -0.4009 -0.8027
H 1.7437 -1.1634 -2.1424
O 1.0157 2.6272 4.2341
H 0.1937 2.1845 3.9304
H 1.7144 2.0347 3.9071
O 1.5329 4.4709 1.5523
H 1.7594 5.0163 2.3208
H 0.9825 3.7854 1.9362
O -2.4589 -1.5744 4.6951
H -2.9949 -1.8866 3.9566
H -2.1434 -2.3859 5.1133
O -0.2586 4.6457 -3.7578
H 0.2830 3.9351 -3.3849
H -0.0776 5.4004 -3.1955
O 0.5331 -4.3582 -0.5176
H 0.0984 -3.5607 -0.8907
H 1.3445 -4.5124 -1.0175
O 3.4405 2.9876 -1.3247
H 3.6918 3.8838 -1.1281
H 4.1337 2.4340 -0.9542
O 1.9682 -3.2770 2.6593
H 1.2309 -2.6214 2.7673
H 1.7870 -3.6160 1.7629
O 2.0523 1.0437 0.4904
H 2.6536 1.7944 0.4657
H 1.1810 1.4116 0.2901
O -2.9878 -2.8919 -3.0255
H -3.4023 -3.6972 -2.7042
H -3.7209 -2.2843 -3.1510
O -1.2210 2.1776 2.7029
H -1.1378 1.6099 1.9097
H -2.0220 1.8434 3.1313
O -3.3724 0.8899 -1.3406
H -2.7597 1.1031 -2.1072
H -3.7401 1.7578 -1.1260
O -1.7249 1.8275 -3.1772
H -1.9540 2.7239 -3.4235
H -0.9010 1.9075 -2.6781
O 3.3087 -0.5904 2.6594
H 2.8892 -0.2218 1.8706
H 3.0020 -1.5265 2.6546
O -0.3667 -1.6674 2.5882
H -0.6186 -1.3521 3.4633
H -1.1161 -2.2749 2.3376
O 4.5031 -2.8792 -0.8777
H 3.7432 -2.2800 -0.9591
H 4.1646 -3.6097 -0.3485
O -0.7858 0.6467 0.2801
H -0.6588 -0.0726 0.9281
H -1.6650 0.4235 -0.0735
*
```

***

| no. | strongest force on any atom (Eh/bohr) | E (eV) |
| --- | --- | --- |
| 1 | 0.173 | -43675.04460 |
| 2 | 0.041 | -43669.34270 |
| 3 | 0.023 | -44332.20849 |
| 4 | 0.063 | -43687.13388 |
| 5 | 0.050 | -62085.25725 |
| 6 | 0.020 | -45762.60685 |